Entry i
C3H10N2S2 in the gas phase, computed with ωB97M-V/def2-TZVPD.

Positions of all 17 atoms, in Å:
N (-1.834, 2.629, -0.400)
C (-0.360, 2.340, -0.305)
C (-0.123, 0.861, -0.329)
N (0.050, 0.551, -1.878)
C (0.970, 0.468, 0.688)
S (0.422, -1.050, 1.419)
S (0.336, -2.402, -0.191)
H (-2.301, 3.238, 0.190)
H (-2.416, 1.871, -0.665)
H (-0.166, 2.659, 0.679)
H (0.156, 2.910, -1.015)
H (-1.048, 0.285, -0.066)
H (0.268, -0.401, -2.030)
H (0.811, 1.078, -2.260)
H (1.229, 1.284, 1.470)
H (1.874, 0.346, 0.177)
H (-0.961, -2.311, -0.493)

Summary:
- LUMO level (eV) = 0.3
- frontier orbital gap (eV) = 8.9
- multiplicity = 1
- HOMO energy (Eh) = -0.3158
- structure (SMILES) = NC[C@@H](N)CSS

---

Entry ii
C3H10N2S2 in the gas phase, computed with ωB97M-V/def2-TZVPD.

Positions of all 17 atoms, in Å:
N (-1.620, -2.020, 0.436)
C (-0.932, -0.790, 0.849)
C (0.133, -0.375, -0.182)
N (-0.436, 0.347, -1.332)
C (1.284, 0.389, 0.440)
S (2.595, 0.766, -0.745)
S (1.978, 2.710, -1.426)
H (-2.365, -2.292, 1.063)
H (-2.139, -1.803, -0.412)
H (-0.561, -0.935, 1.863)
H (-1.651, 0.045, 0.902)
H (0.486, -1.314, -0.619)
H (-0.870, 1.224, -1.066)
H (-1.176, -0.258, -1.675)
H (1.896, -0.135, 1.178)
H (0.874, 1.234, 1.000)
H (2.504, 3.206, -0.274)

Summary:
- LUMO level (eV) = 0.5
- frontier orbital gap (eV) = 9.3
- multiplicity = 1
- HOMO energy (Eh) = -0.3247
- structure (SMILES) = NC[C@@H](N)CSS

---

On energetic grounds, entry ii is preferred over the next structure by 0.0317 hartree.

---

Entry i
2 unconnected molecules or ions with the total composition C3H10O3, computed with ωB97M-V/def2-TZVPD.

Positions of all 16 atoms, in Å:
C (-2.241, 0.533, 0.350)
C (-1.340, 0.187, -0.827)
O (-0.596, -0.977, -0.595)
H (-2.832, 1.418, 0.132)
H (-1.636, 0.715, 1.238)
H (-2.916, -0.295, 0.565)
H (-1.919, 0.019, -1.738)
H (-0.598, 1.029, -0.974)
H (-0.025, -0.761, 0.192)
O (2.308, -1.227, -0.437)
C (2.132, 0.063, 0.055)
O (1.531, 0.086, 1.326)
H (1.450, -1.569, -0.739)
H (3.141, 0.489, 0.113)
H (1.485, 0.743, -0.591)
H (2.057, -0.454, 1.932)

Summary:
- LUMO level (eV) = 0.8
- frontier orbital gap (eV) = 11.2
- multiplicity = 1
- HOMO energy (Eh) = -0.3812
- structure (SMILES) = CCO.OCO

---

Entry ii
3 unconnected molecules or ions with the total composition C3H10O3, computed with ωB97M-V/def2-TZVPD.

Positions of all 16 atoms, in Å:
C (1.142, 0.019, -1.930)
C (-0.128, 0.033, -1.122)
C (-0.279, -0.797, -0.075)
O (0.753, -1.107, 0.777)
H (1.725, 0.950, -1.957)
H (0.821, 0.001, -2.978)
H (1.775, -0.835, -1.725)
H (-0.940, 0.676, -1.431)
H (-1.227, -1.141, 0.308)
H (1.611, -1.047, 0.338)
O (-4.841, 2.212, 0.653)
H (-5.461, 2.624, 1.223)
H (-4.145, 1.912, 1.222)
O (3.166, -0.791, 2.235)
H (2.300, -1.158, 2.380)
H (3.727, -1.552, 2.083)

Summary:
- LUMO level (eV) = 0.7
- frontier orbital gap (eV) = 9.2
- multiplicity = 1
- HOMO energy (Eh) = -0.3113
- structure (SMILES) = C/C=C\O.O.O

---

On energetic grounds, entry i is preferred over the next structure by 0.0323 hartree.

---

Entry i
C4H7N2P in the gas phase, computed with ωB97M-V/def2-TZVPD.

Positions of all 14 atoms, in Å:
C (-0.998, -0.446, -0.066)
C (-1.112, 0.604, -0.822)
C (0.289, -0.925, 0.676)
C (-0.041, 1.066, -1.524)
N (0.017, -2.032, 1.448)
N (0.484, 2.274, -1.391)
P (1.820, -0.088, 0.652)
H (-1.907, -0.905, 0.389)
H (-2.057, 0.884, -1.263)
H (-1.006, -2.223, 1.633)
H (0.684, -2.670, 1.845)
H (0.067, 3.085, -0.842)
H (1.212, 2.505, -2.131)
H (2.547, -1.129, 1.397)

Summary:
- LUMO level (eV) = 0.3
- frontier orbital gap (eV) = 7.7
- multiplicity = 1
- HOMO energy (Eh) = -0.2697

---

Entry ii
C4H7N2P in the gas phase, computed with ωB97M-V/def2-TZVPD.

Positions of all 14 atoms, in Å:
C (-0.836, 0.557, 0.637)
C (-0.008, -0.324, 1.433)
C (-1.043, 0.348, -0.644)
C (1.176, -0.830, 1.086)
N (1.745, 1.346, -0.332)
N (-0.107, -0.647, -1.281)
P (1.791, -0.232, -0.472)
H (-1.340, 1.332, 1.156)
H (-0.484, -0.482, 2.398)
H (-1.745, 0.965, -1.293)
H (1.655, -1.667, 1.518)
H (2.244, 1.628, -1.182)
H (-0.442, -1.649, -0.930)
H (-0.124, -0.543, -2.252)

Summary:
- LUMO level (eV) = 0.4
- frontier orbital gap (eV) = 8.2
- multiplicity = 1
- HOMO energy (Eh) = -0.2872

---

Entry iii
A molecular structure, C4H7N2P, computed with ωB97M-V/def2-TZVPD.

Positions of all 14 atoms, in Å:
C (-2.336, 0.032, 0.182)
C (-1.687, 1.200, -0.269)
C (-1.266, -0.859, 0.247)
C (1.507, -0.927, -0.259)
N (-0.390, 1.075, -0.456)
N (-0.151, -0.149, -0.089)
P (2.832, 0.439, 0.031)
H (-3.342, 0.014, 0.429)
H (-2.106, 2.118, -0.587)
H (-1.069, -1.969, 0.281)
H (1.568, -1.259, -1.333)
H (1.450, -1.694, 0.569)
H (2.740, 0.375, 1.361)
H (2.251, 1.604, -0.108)

Summary:
- LUMO level (eV) = 0.8
- frontier orbital gap (eV) = 10.0
- multiplicity = 1
- HOMO energy (Eh) = -0.3363

---

Entry iv
C4H7N2P in the gas phase, computed with ωB97M-V/def2-TZVPD.

Positions of all 14 atoms, in Å:
N (1.729, 1.128, 0.234)
P (1.253, -0.020, 1.390)
C (0.312, -1.244, 0.283)
C (0.004, -0.755, -1.088)
C (-0.918, 0.218, -1.017)
N (-1.527, 0.355, 0.257)
C (-0.684, -0.446, 1.127)
H (1.656, 0.941, -0.753)
H (1.379, 2.065, 0.369)
H (0.385, -2.288, 0.466)
H (0.578, -1.228, -1.779)
H (-1.290, 0.820, -1.958)
H (-1.720, 1.313, 0.509)
H (-1.156, -0.858, 1.958)

Summary:
- LUMO level (eV) = 0.9
- frontier orbital gap (eV) = 8.4
- multiplicity = 1
- HOMO energy (Eh) = -0.2744
- structure (SMILES) = NP1[C@@H]2C=CN[C@@H]21

---

On energetic grounds, entry iv is preferred over the next structure by 0.0395 hartree.

---

Entry i
C3H2N4 in the gas phase, computed with ωB97M-V/def2-TZVPD.

Positions of all 9 atoms, in Å:
C (2.625, -0.114, 0.042)
C (1.419, -0.233, -0.141)
C (0.079, -0.152, -0.182)
N (-0.668, -1.197, 0.003)
N (-1.842, -0.940, -0.024)
N (-1.882, 0.435, -0.102)
N (-0.648, 0.942, -0.033)
H (3.634, 0.153, 0.079)
H (-2.718, 1.106, 0.358)

Summary:
- LUMO level (eV) = 0.3
- frontier orbital gap (eV) = 10.1
- multiplicity = 1
- HOMO energy (Eh) = -0.3593
- structure (SMILES) = C#Cc1nn[nH]n1

---

Entry ii
C3H2N4 in the gas phase, computed with ωB97M-V/def2-TZVPD.

Positions of all 9 atoms, in Å:
C (-0.296, -0.920, 0.858)
N (0.943, -1.378, 0.485)
N (1.685, -0.826, -0.354)
N (1.441, 0.299, -1.035)
C (0.168, 0.734, -0.761)
C (-0.695, 0.157, 0.157)
N (-1.142, 1.238, -0.687)
H (-0.815, -1.466, 1.627)
H (-1.290, 2.161, -0.289)

Summary:
- LUMO level (eV) = 0.3
- frontier orbital gap (eV) = 9.7
- multiplicity = 1
- HOMO energy (Eh) = -0.3462
- structure (SMILES) = c1nnnc2c1N2

---

On energetic grounds, entry i is preferred over the next structure by 0.0653 hartree.

---

Entry i
C4HNS in the gas phase, computed with ωB97M-V/def2-TZVPD.

Positions of all 7 atoms, in Å:
C (0.910, 2.344, -0.073)
C (0.374, 1.269, 0.081)
C (-0.030, -0.152, 0.139)
S (1.154, -1.346, -0.040)
C (-1.520, -0.300, 0.097)
N (-2.608, -0.104, -0.107)
H (1.385, 3.293, -0.072)

Summary:
- LUMO level (eV) = -2.3
- frontier orbital gap (eV) = 7.7
- multiplicity = 1
- HOMO energy (Eh) = -0.3657
- structure (SMILES) = C#CC(=S)C#N

---

Entry ii
C4HNS in the gas phase, computed with ωB97M-V/def2-TZVPD.

Positions of all 7 atoms, in Å:
N (-3.376, -0.702, 0.040)
C (-2.293, -0.325, -0.045)
C (-0.926, -0.055, -0.069)
C (0.285, 0.032, -0.017)
C (1.641, 0.334, 0.005)
S (2.873, -0.703, -0.010)
H (1.795, 1.420, 0.097)

Summary:
- LUMO level (eV) = -2.0
- frontier orbital gap (eV) = 7.8
- multiplicity = 1
- HOMO energy (Eh) = -0.3588
- structure (SMILES) = N#CC#CC=S

---

On energetic grounds, entry ii is preferred over the next structure by 0.0212 hartree.

---

Entry i
A molecular structure, C6H13NO3, computed with ωB97M-V/def2-TZVPD.

Positions of all 23 atoms, in Å:
C (-0.352, 0.933, -1.599)
C (0.675, 2.127, 0.359)
C (0.803, 0.950, -0.601)
N (-0.651, -0.584, -2.113)
C (1.327, -0.273, 0.035)
O (0.168, 1.620, -2.630)
H (1.239, 1.465, -1.858)
H (-1.347, 1.240, -1.248)
H (0.187, -0.905, -2.596)
H (-1.401, -0.533, -2.797)
H (-0.086, 1.964, 1.132)
H (0.415, 3.039, -0.181)
H (1.624, 2.307, 0.871)
H (2.333, -0.108, 0.414)
H (1.320, -1.166, -0.589)
C (-1.025, -1.698, 2.686)
C (-0.467, -1.413, 1.314)
O (-1.023, -1.802, 0.290)
O (0.636, -0.708, 1.355)
H (-0.882, -1.206, -1.310)
H (-0.224, -1.943, 3.381)
H (-1.749, -2.507, 2.629)
H (-1.523, -0.799, 3.054)

Summary:
- LUMO level (eV) = 0.6
- frontier orbital gap (eV) = 8.2
- multiplicity = 1
- HOMO energy (Eh) = -0.2776

---

Entry ii
2 unconnected molecules or ions with the total composition C6H13NO3, computed with ωB97M-V/def2-TZVPD.

Positions of all 23 atoms, in Å:
C (0.323, 1.642, 0.239)
C (-2.314, -1.499, -0.802)
C (-0.517, 1.217, 1.359)
C (-1.340, -0.315, -0.491)
C (-1.686, 0.351, 0.775)
C (2.119, -0.579, -0.121)
N (0.437, 2.704, -0.345)
O (1.810, -1.736, -0.833)
O (2.402, -0.664, 1.276)
O (3.164, 0.065, -0.836)
H (-1.851, -2.206, -1.545)
H (-2.799, -2.205, -0.037)
H (-3.308, -1.133, -1.257)
H (-0.817, 2.129, 1.917)
H (0.033, 0.589, 2.061)
H (-0.286, -0.527, -0.663)
H (-1.520, 0.378, -1.386)
H (-2.611, 0.986, 0.789)
H (-1.785, -0.488, 1.454)
H (0.959, 3.035, -1.173)
H (2.606, -1.781, -1.482)
H (3.343, -0.731, 1.405)
H (3.638, 0.767, -0.306)

Summary:
- LUMO level (spin up / spin down) (eV) = 0.1 / 0.5
- frontier orbital gap (spin up / spin down) (eV) = 6.9 / 8.4
- multiplicity = 1
- HOMO energy (spin up / spin down) (Eh) = -0.2497 / -0.2904

---

Entry iii
C6H13NO3 in the gas phase, computed with ωB97M-V/def2-TZVPD.

Positions of all 23 atoms, in Å:
C (1.786, -0.850, -0.424)
C (0.741, 0.149, 0.087)
C (0.957, 1.490, -0.618)
C (0.895, 0.315, 1.599)
C (-0.676, -0.382, -0.261)
N (-0.990, -1.565, 0.513)
O (-0.715, -0.617, -1.660)
C (-1.807, 0.592, 0.112)
O (-1.777, 1.511, 0.877)
O (-2.939, 0.244, -0.530)
H (2.779, -0.421, -0.317)
H (1.759, -1.777, 0.145)
H (1.613, -1.071, -1.474)
H (1.972, 1.838, -0.442)
H (0.268, 2.240, -0.239)
H (0.807, 1.378, -1.688)
H (1.917, 0.610, 1.826)
H (0.220, 1.079, 1.970)
H (0.674, -0.618, 2.109)
H (-1.896, -1.937, 0.251)
H (-0.293, -2.283, 0.354)
H (-1.632, -0.756, -1.926)
H (-3.663, 0.833, -0.264)

Summary:
- LUMO level (eV) = 0.5
- frontier orbital gap (eV) = 10.5
- multiplicity = 1
- HOMO energy (Eh) = -0.3665
- structure (SMILES) = CC(C)(C)[C@](N)(O)C(=O)O

---

Entry iv
4 unconnected molecules or ions with the total composition C6H13NO3, computed with ωB97M-V/def2-TZVPD.

Positions of all 23 atoms, in Å:
C (-0.987, 0.672, 2.081)
C (0.331, 0.213, 1.467)
C (1.088, -0.623, 2.484)
O (0.632, -1.119, 3.485)
N (0.270, -0.327, 0.117)
C (0.946, -1.411, -0.570)
C (-0.184, 1.062, -1.229)
C (0.301, 0.863, -2.655)
O (-0.133, 2.217, -0.816)
H (-1.520, 1.375, 1.430)
H (-1.699, -0.164, 2.114)
H (-0.838, 1.207, 3.024)
H (0.959, 1.117, 1.360)
H (2.155, -0.802, 2.212)
H (0.304, -1.941, -1.287)
H (1.861, -1.065, -1.064)
H (1.243, -2.228, 0.104)
H (-0.085, 1.679, -3.274)
H (1.399, 0.856, -2.680)
H (-0.047, -0.092, -3.068)
H (-1.373, -0.843, -0.239)
O (-2.266, -0.064, -1.081)
H (-2.359, -0.582, -1.913)

Summary:
- LUMO level (eV) = 0.1
- frontier orbital gap (eV) = 9.2
- multiplicity = 1
- HOMO energy (Eh) = -0.3318

---

On energetic grounds, entry iii is preferred over the next structure by 0.1191 hartree.

---

Entry i
A molecular structure, C6H13NO3, computed with ωB97M-V/def2-TZVPD.

Positions of all 23 atoms, in Å:
C (-2.421, 0.272, 0.118)
C (0.417, -0.330, 1.517)
C (1.428, -0.027, -0.801)
C (0.257, 1.851, 0.351)
C (-1.044, -0.005, -0.597)
C (0.212, 0.299, 0.127)
N (-1.257, -1.877, -0.517)
O (-2.594, -0.424, 1.153)
O (-3.094, 1.084, -0.463)
O (-1.182, 0.355, -1.876)
H (0.255, 0.455, 2.308)
H (1.402, -0.639, 1.703)
H (-0.190, -1.250, 1.616)
H (1.144, -0.797, -1.355)
H (2.296, -0.199, -0.208)
H (1.577, 0.675, -1.540)
H (0.755, 2.084, 1.268)
H (-0.764, 2.254, 0.347)
H (0.848, 2.340, -0.554)
H (-1.753, -0.940, 1.283)
H (-2.179, -2.098, -1.033)
H (-0.521, -2.014, -1.064)
H (-2.036, 0.727, -1.944)

Summary:
- LUMO level (eV) = 0.7
- frontier orbital gap (eV) = 10.2
- multiplicity = 1
- HOMO energy (Eh) = -0.3506

---

Entry ii
C6H13NO3 in the gas phase, computed with ωB97M-V/def2-TZVPD.

Positions of all 23 atoms, in Å:
C (0.645, 1.864, -1.312)
C (0.558, 0.249, -1.310)
N (-0.741, -0.406, -1.288)
C (-1.451, -0.426, -0.081)
C (-0.671, -1.081, 1.113)
O (-1.459, -0.954, 2.280)
C (0.512, -0.181, 1.249)
O (0.110, 1.180, 1.414)
C (1.449, -0.171, -0.081)
O (2.108, -1.485, -0.204)
H (1.613, 2.193, -1.422)
H (0.223, 2.585, -0.503)
H (0.099, 2.148, -2.260)
H (1.182, -0.147, -2.117)
H (-1.450, -0.568, -2.152)
H (-2.354, -1.032, -0.210)
H (-1.851, 0.588, 0.273)
H (-0.369, -2.122, 1.026)
H (-2.379, -1.339, 2.433)
H (1.170, -0.463, 2.028)
H (-0.840, 1.143, 1.877)
H (2.281, 0.445, 0.247)
H (1.613, -2.018, -1.001)

Summary:
- LUMO level (eV) = 0.6
- frontier orbital gap (eV) = 9.1
- multiplicity = 1
- HOMO energy (Eh) = -0.3129
- structure (SMILES) = C[C@@H]1NC[C@H](O)[C@H](O)[C@H]1O

---

On energetic grounds, entry i is preferred over the next structure by 0.0179 hartree.

---

Entry i
C4H7Cl in the gas phase, computed with ωB97M-V/def2-TZVPD.

Positions of all 12 atoms, in Å:
C (1.264, 0.544, 1.853)
C (0.103, -0.193, 1.278)
C (-0.382, -0.359, 0.031)
C (-1.573, -1.204, -0.385)
Cl (0.287, 0.586, -1.367)
H (1.013, 1.215, 2.698)
H (1.691, 1.079, 1.018)
H (2.022, -0.118, 2.268)
H (-0.472, -0.728, 2.057)
H (-1.502, -1.539, -1.427)
H (-2.429, -0.540, -0.345)
H (-1.667, -2.064, 0.310)

Summary:
- LUMO level (eV) = 1.0
- frontier orbital gap (eV) = 10.1
- multiplicity = 1
- HOMO energy (Eh) = -0.3365
- structure (SMILES) = C/C=C(/C)Cl

---

Entry ii
C4H7Cl in the gas phase, computed with ωB97M-V/def2-TZVPD.

Positions of all 12 atoms, in Å:
Cl (-2.608, -0.002, -0.066)
C (-0.926, -0.008, 0.373)
C (0.029, 1.057, -0.201)
C (1.148, 0.003, 0.077)
C (0.111, -1.063, -0.218)
H (-0.895, -0.088, 1.479)
H (0.051, 2.095, 0.231)
H (-0.102, 1.124, -1.276)
H (2.005, 0.071, -0.569)
H (1.357, 0.052, 1.160)
H (-0.229, -1.197, -1.259)
H (0.058, -2.044, 0.268)

Summary:
- LUMO level (eV) = 1.2
- frontier orbital gap (eV) = 11.4
- multiplicity = 1
- HOMO energy (Eh) = -0.3760
- structure (SMILES) = ClC1CCC1

---

Entry iii
A molecular structure, C4H7Cl, computed with ωB97M-V/def2-TZVPD.

Positions of all 12 atoms, in Å:
C (-0.085, 0.364, 0.118)
C (-0.022, -1.001, 0.414)
C (-0.561, 2.218, 0.592)
C (0.574, -1.961, -0.562)
Cl (-0.972, 3.003, -0.895)
H (0.361, 2.606, 1.000)
H (0.316, 0.598, -0.866)
H (-0.383, -1.383, 1.358)
H (-1.397, 2.170, 1.276)
H (0.608, -2.960, -0.134)
H (1.582, -1.657, -0.827)
H (-0.020, -1.998, -1.474)

Summary:
- LUMO level (eV) = 1.1
- frontier orbital gap (eV) = 10.4
- multiplicity = 1
- HOMO energy (Eh) = -0.3423

---

On energetic grounds, entry i is preferred over the next structure by 0.0113 hartree.